1.
DFT (ωB97M-V/def2-TZVPD) results for an isolated molecule of C22H15ClN6O.

SMILES: N#C/C(=C\c1cccc(-n2cc(-c3ccc(Cl)cc3)c3c(N)ncnc32)c1)C(N)=O
DFT total energy: -1711.3653 hartree
LUMO energy: -1.0 eV
energy relative to the best compared isomer or geometry (same formula, charge and spin): 0.0 kcal/mol

Structure (XYZ):
```
45
C22H15ClN6O, DFT ωB97M-V/def2-TZVPD
C 0.075 -4.516 0.115
O -0.624 -4.806 5.145
N -0.571 1.364 -4.887
C -0.508 3.224 0.678
C 0.303 -4.263 -1.233
C 0.933 3.969 -1.094
H 1.889 5.858 -0.826
C 0.392 -2.941 -1.708
H 0.182 0.426 0.598
Cl 0.855 6.912 1.623
H 0.651 -2.779 -2.763
N -0.059 -2.919 6.095
C 1.212 5.138 -0.392
N -0.303 -0.696 -3.823
C -0.081 1.679 -1.165
H -0.632 -0.448 -5.844
C -0.392 -3.827 2.462
C -0.497 0.057 -4.885
H -0.767 -4.837 2.622
C -0.314 -3.640 4.952
H -0.860 4.718 2.269
H -0.090 -3.481 6.948
H 1.437 3.761 -2.062
C 0.529 5.407 0.787
H -0.573 -1.439 1.179
H 0.035 -5.542 0.457
C 0.013 -1.897 -0.857
N -0.108 -0.585 -1.353
N 0.980 -0.706 3.544
C -0.391 1.982 -3.767
C -0.228 -0.048 -2.656
C -0.262 1.334 -2.552
H -0.685 3.859 -3.091
H -0.724 3.628 -4.787
H 0.526 -5.093 -1.906
C 0.466 -1.771 3.519
C -0.340 4.450 1.338
C -0.109 -3.073 3.592
N -0.370 3.336 -3.894
H -1.159 2.472 1.089
C -0.271 -2.197 0.508
C -0.019 0.495 -0.491
C 0.096 2.991 -0.564
H 0.503 -2.072 6.046
C -0.139 -3.484 1.035
```

2.
DFT (ωB97M-V/def2-TZVPD) results for a structure of composition C22H15F10N4OOsS.

DFT total energy: -2629.0456 hartree
LUMO energy (spin up / spin down): 0.2 / 0.1 eV
spin multiplicity: 2
energy relative to the best compared isomer or geometry (same formula, charge and spin): 0.0 kcal/mol

Structure (XYZ):
```
54
C22H15F10N4OOsS, DFT ωB97M-V/def2-TZVPD
Os 0.401 -0.490 0.477
C -0.807 3.810 -2.751
F -0.685 -4.658 -3.877
N -1.340 1.584 1.589
F 1.091 -3.231 -2.415
C -1.563 2.670 2.365
H -2.830 4.296 2.820
C -1.592 -3.571 -0.036
H 3.184 -2.032 -0.172
C -2.181 1.194 0.607
H 1.958 0.247 3.074
F -3.071 -5.364 -2.798
H -4.035 1.642 -0.346
C 0.160 1.647 -2.384
C -0.296 4.223 -1.537
F -1.509 4.652 -3.512
H 3.068 2.249 -0.036
H 1.359 -3.469 1.795
C 3.264 0.274 0.765
S -1.770 -0.137 -0.383
C 1.649 -3.106 0.803
H 1.948 -3.975 0.211
C 2.327 -0.731 2.773
F 0.850 3.783 0.445
C -3.604 3.054 1.208
C -0.366 -3.182 -0.566
C 0.421 3.336 -0.751
C -0.575 2.510 -3.171
H 4.081 0.471 1.465
C -2.682 3.427 2.198
H 3.683 -0.079 -0.176
O -0.215 0.881 1.866
N 0.532 -2.388 0.173
C -2.198 -4.661 -2.078
N 1.333 1.078 -0.357
H -0.786 2.863 3.087
F -0.516 5.470 -1.107
C 0.673 2.018 -1.136
C -0.081 -3.572 -1.870
C -3.356 1.955 0.434
C -0.980 -4.300 -2.627
H 3.636 -2.512 1.479
C 2.441 1.516 0.483
C -2.506 -4.297 -0.779
F -3.678 -4.652 -0.252
F 0.368 0.410 -2.839
F -1.055 2.103 -4.347
N 2.376 -0.798 1.302
H 1.637 -1.485 3.146
H -4.501 3.637 1.051
F -1.909 -3.239 1.216
H 2.106 1.973 1.422
H 3.322 -0.900 3.201
C 2.821 -2.142 0.849
```

3.
DFT (ωB97M-V/def2-TZVPD) results for the ion C22H15F4N2 with charge +1.

SMILES: Fc1cc(F)cc(C(c2cc(F)cc(F)c2)[n+]2ccn(-c3ccccc3)c2)c1
DFT total energy: -1356.0159 hartree
total charge: +1
LUMO energy: -3.5 eV
energy relative to the best compared isomer or geometry (same formula, charge and spin): 0.0 kcal/mol

Structure (XYZ):
```
43
C22H15F4N2, DFT ωB97M-V/def2-TZVPD
F -2.949 3.200 2.700
N -1.484 -1.286 -1.299
C 4.961 1.297 -1.029
F 1.163 2.775 5.088
C -2.218 -2.487 -1.292
H -1.507 -0.766 0.736
H 0.541 0.788 -2.574
C 0.335 2.023 1.562
N -0.297 0.461 -0.585
H -3.080 -5.169 -3.272
C -2.992 -4.537 -2.371
C 3.894 1.381 -1.916
H 1.810 1.527 -2.201
F 4.083 1.422 -3.280
H -3.978 -4.409 0.935
C -2.264 -3.330 -2.424
C 3.272 0.972 0.764
C 1.097 2.220 2.744
H -1.609 2.031 0.757
H -1.402 3.403 4.872
H 3.078 0.554 1.757
H -2.956 -2.131 0.703
H -0.875 -1.248 -3.381
C 0.442 2.674 3.916
C -2.902 -2.851 -0.125
C -3.531 -4.094 -0.020
H 2.159 1.989 2.777
C -1.621 2.837 2.780
C -0.823 -0.791 -2.407
H -4.119 -5.879 -1.090
C -1.030 2.276 1.645
C -0.124 0.251 -1.957
C -1.143 -0.503 -0.241
H 0.514 2.525 -0.479
C 2.227 1.340 -0.112
H -1.724 -3.062 -3.339
C 0.752 1.605 0.155
F 5.631 1.049 1.230
H 5.991 1.329 -1.393
C 2.583 1.418 -1.459
C -0.914 3.023 3.969
C -3.593 -4.931 -1.153
C 4.604 1.102 0.310
```

4.
DFT (ωB97M-V/def2-TZVPD) results for a structure of composition C22H15F7NO4S2Sn.

DFT total energy: -2912.4833 hartree
total charge: +1
LUMO energy: -3.8 eV
energy relative to the best compared isomer or geometry (same formula, charge and spin): 9.4 kcal/mol

Structure (XYZ):
```
52
C22H15F7NO4S2Sn, DFT ωB97M-V/def2-TZVPD
C 0.430 -0.656 4.824
F -3.356 -3.254 -0.639
F -4.057 -1.212 -0.520
O -1.981 -2.573 -2.882
C 2.349 0.013 -1.416
C 4.752 0.174 -1.475
C 0.587 -1.113 2.335
H 0.715 -3.591 3.152
F -4.110 2.120 -2.001
C 0.273 0.059 1.763
C -3.001 -2.000 -0.483
Sn 0.597 0.076 -0.301
C 0.529 -1.532 3.739
C -1.543 3.571 3.340
H 0.130 4.626 2.507
H 0.331 -0.466 6.948
C -1.547 1.186 3.031
F 5.821 -0.087 -3.535
S -1.846 -1.556 -1.913
H -2.012 4.465 3.729
C 2.315 -0.210 -2.793
O -0.488 -1.460 -1.281
C -2.144 2.332 3.527
C 0.401 -1.152 6.114
F -2.543 3.526 -1.482
H -3.086 2.260 4.055
O -1.994 0.939 -0.183
H 0.391 0.413 4.670
S -1.791 1.078 -1.611
C 3.493 -0.247 -3.514
C -0.341 3.664 2.653
C 3.566 0.203 -0.762
N -2.272 -0.139 -2.469
H 3.611 0.372 0.309
F -2.635 2.694 -3.483
H 0.956 -1.910 1.689
C 0.258 2.515 2.156
O -0.358 1.392 -1.860
H 5.712 0.319 -0.999
H 1.376 -0.354 -3.313
H 0.433 -2.900 7.358
C -2.862 2.473 -2.205
C 4.687 -0.053 -2.838
C 0.572 -3.400 5.278
C -0.333 1.270 2.350
H 0.633 -4.465 5.451
H 3.505 -0.420 -4.581
H -2.020 0.221 3.166
F -2.360 -1.850 0.669
C 0.617 -2.905 3.986
C 0.462 -2.521 6.345
H 1.207 2.599 1.634
```

5.
DFT (ωB97M-V/def2-TZVPD) results for an isolated molecule of C22H16ClN3O4S4.

SMILES: Cc1cc(S(=O)(=O)Nc2nc3cc(-c4ccsc4)sc3c(=O)n2Cc2ccco2)c(S)cc1Cl
DFT total energy: -3365.9838 hartree
LUMO energy: -0.4 eV

Structure (XYZ):
```
50
C22H16ClN3O4S4, DFT ωB97M-V/def2-TZVPD
C 1.509 5.490 -1.455
H 1.043 3.007 1.486
N 1.121 -1.057 -0.695
O 3.751 0.330 2.182
H -2.857 -3.699 0.978
H -2.337 0.866 1.376
H 3.075 -0.926 0.239
C -1.375 0.268 1.666
C 0.242 0.917 -2.435
C 2.523 1.956 -2.141
O 2.834 2.285 1.129
H -1.095 -2.684 0.174
H -1.274 -3.511 3.304
C 1.083 0.273 1.930
H 3.340 6.499 -0.913
C 2.382 3.441 -1.603
H 0.388 -3.315 3.680
H 3.512 1.718 -1.905
C -0.380 -1.665 2.548
C -0.167 -1.118 -1.113
C -0.103 0.893 1.681
H -4.815 -2.368 -2.536
H -5.096 -5.100 1.150
C 0.930 -1.089 2.400
S -2.217 -0.717 -2.613
N 2.943 -0.025 -0.167
C -3.490 -2.835 -0.962
O 1.181 4.181 -1.668
S -0.222 2.632 1.165
C -1.180 -2.021 -0.610
C -3.638 -3.711 0.221
H 1.896 -1.630 2.551
C -0.602 -0.284 -2.044
C 3.420 4.235 -1.338
S 2.684 0.825 1.274
H 4.459 3.968 -1.299
C -2.415 -1.830 -1.252
O -0.138 1.824 -3.240
Cl -3.048 -1.678 2.557
H 2.420 1.975 -3.194
H -0.071 -3.667 1.973
C -4.623 -2.962 -1.656
S -5.826 -4.141 -1.079
C 2.857 5.601 -1.173
H 0.849 6.324 -1.370
C 1.819 -0.021 -0.960
C -0.384 -3.127 2.885
N 1.443 1.016 -1.702
C -1.471 -0.966 2.237
C -4.883 -4.376 0.338
```

6.
DFT (ωB97M-V/def2-TZVPD) results for a structure of composition C22H16F12N5O2Re.

DFT total energy: -2547.3096 hartree
total charge: +4
LUMO energy (spin up / spin down): -14.9 / -14.6 eV

Structure (XYZ):
```
58
C22H16F12N5O2Re, DFT ωB97M-V/def2-TZVPD
F 1.186 -4.144 -0.687
F -2.233 2.991 1.808
F -0.405 3.294 2.904
N 0.220 -4.972 4.772
H 5.097 4.847 1.954
H 3.537 5.342 2.678
N -1.233 -3.550 5.889
C -0.835 2.585 -0.758
C 1.857 0.285 -1.841
C -0.069 -2.804 -2.922
H 1.402 4.556 1.647
C -0.489 -3.879 4.866
F 0.020 3.117 -1.603
C 3.463 1.709 0.040
H 3.948 5.839 1.054
O -0.448 1.159 1.149
F 0.579 -3.636 -3.716
F -0.648 -1.848 -3.636
C 2.444 1.369 -2.617
F -1.981 3.180 -0.819
H -1.773 -2.695 5.893
C 1.709 -0.991 -2.518
C 2.040 1.627 0.048
C 3.041 -0.123 -4.391
O 0.119 -1.616 -0.875
C 3.666 -0.390 -5.696
C 4.039 5.008 1.769
H 2.907 -0.205 -6.476
C -0.984 3.405 1.714
C 1.287 2.652 0.705
H -1.318 -4.153 6.702
C 0.942 -2.139 -1.922
H 0.223 -5.662 5.517
F -0.938 4.657 1.296
C 2.318 -1.167 -3.716
F 2.786 -3.609 -2.051
C 3.029 1.164 -3.826
H 0.767 -5.182 3.949
C -0.215 2.510 0.702
C 1.886 -3.155 -1.211
C 3.375 3.824 1.178
C 1.946 3.730 1.208
H 3.434 1.998 -4.386
H 2.256 -2.127 -4.214
H 4.030 0.861 -0.328
F 2.501 -2.495 -0.216
C -0.355 -2.307 2.857
F -1.040 1.261 -1.195
N -0.315 -1.537 1.881
N 1.421 0.578 -0.592
H 4.491 0.288 -5.906
C 4.109 2.782 0.598
N -0.464 -2.983 3.807
H 2.314 2.379 -2.255
H 5.190 2.812 0.623
Re -0.203 -0.440 0.402
F -0.994 -3.452 -2.240
H 3.969 -1.430 -5.809
```

7.
DFT (ωB97M-V/def2-TZVPD) results for a structure of composition C22H16N3O7Zr.

DFT total energy: -1585.9055 hartree
total charge: +1
LUMO energy: -4.3 eV
energy relative to the best compared isomer or geometry (same formula, charge and spin): 50.5 kcal/mol

Structure (XYZ):
```
49
C22H16N3O7Zr, DFT ωB97M-V/def2-TZVPD
H 2.067 1.891 5.289
Zr 0.028 0.211 -0.187
C -3.396 3.325 -2.914
H 0.496 3.292 3.936
C 1.357 -3.390 -1.857
C -2.370 1.432 -1.158
C -3.355 2.321 -0.711
H 2.394 -6.024 0.007
H -2.111 2.463 -4.393
C 1.545 -4.202 -0.741
O 0.272 2.272 0.032
H -5.588 3.109 0.588
C 0.854 2.336 3.582
H 2.987 -5.254 -4.161
H 3.331 -6.685 -2.182
C 1.874 -3.770 -3.093
N 0.503 -1.307 -2.714
O 2.423 -0.634 0.322
C -0.967 0.517 -3.037
H 1.113 -3.914 0.208
H 3.102 -0.133 4.264
C 2.583 -4.954 -3.204
C 1.741 1.556 4.314
C 2.256 -5.387 -0.858
C -1.904 1.488 -2.486
C 2.312 0.407 3.761
C 2.777 -5.759 -2.089
H 3.820 -2.225 1.274
O 3.390 -1.752 2.012
C 1.880 0.037 2.504
H -3.805 4.071 -3.580
C -0.156 2.726 1.220
O 0.169 -1.828 -0.482
C 2.578 -0.852 1.511
H -4.198 4.147 1.041
C -4.628 3.146 1.105
O -0.867 3.660 1.434
N 0.923 0.714 1.881
C -2.451 2.436 -3.366
N -0.182 -0.158 -2.276
H -4.770 2.874 2.146
O -1.892 0.506 -0.273
O -3.726 2.179 0.573
C 0.633 -2.111 -1.701
C 0.476 1.881 2.327
C -3.844 3.271 -1.594
H -0.976 0.301 -4.103
H -4.586 3.981 -1.259
H 1.723 -3.141 -3.959
```

8.
DFT (ωB97M-V/def2-TZVPD) results for a structure of composition C22H17AlFN2O7S.

DFT total energy: -2225.6128 hartree
total charge: -1
LUMO energy: 1.7 eV

Structure (XYZ):
```
51
C22H17AlFN2O7S, DFT ωB97M-V/def2-TZVPD
H -1.856 -2.015 0.634
C -1.469 -2.031 -0.380
H 4.427 -0.431 1.097
H 4.193 0.700 -1.716
H 2.111 0.988 3.777
H 1.618 -1.399 3.485
F 2.389 0.911 -3.522
C 4.119 0.615 1.010
H -4.033 -1.416 -0.227
S -5.463 2.321 -1.483
C -0.786 1.039 0.083
H 3.563 2.235 2.311
Al -3.626 0.961 -0.480
H 4.980 1.158 0.620
C 1.667 -3.012 -2.132
O -3.385 1.006 1.328
C 0.086 0.812 2.294
H 0.000 1.083 -2.459
N 2.745 -3.373 -2.318
C 3.717 1.155 2.375
C 2.429 0.504 2.855
C -0.479 -2.091 -2.956
C 2.557 -0.994 3.103
C -2.371 0.920 2.123
H -0.078 0.729 3.362
C 0.319 -2.545 -1.902
O -1.701 1.173 -0.754
C -0.198 -2.515 -0.608
C 2.971 0.733 0.039
H 2.799 -1.531 2.184
O -5.486 1.119 -0.522
C -1.001 0.936 1.481
O -2.439 0.765 3.329
H 4.499 0.976 3.114
N 1.358 0.766 1.872
H -4.325 -1.016 -1.934
O -5.952 1.959 -2.793
H 3.339 -1.192 3.838
C 3.187 0.769 -1.319
C -1.752 -1.609 -2.718
C 0.831 0.994 -1.773
C 0.591 0.958 -0.396
H -0.085 -2.114 -3.965
H 0.410 -2.871 0.216
C 1.644 0.821 0.506
H -2.354 -1.250 -3.545
C 2.118 0.891 -2.203
O -6.043 3.492 -0.877
O -3.904 2.433 -1.507
C -3.594 -0.968 -1.128
C -2.290 -1.549 -1.419
```

| no. | M (u) |
| --- | --- |
| 1 | 414.86 |
| 2 | 763.67 |
| 3 | 383.37 |
| 4 | 673.20 |
| 5 | 550.11 |
| 6 | 796.59 |
| 7 | 525.61 |
| 8 | 499.43 |